## A
An isolated molecule of C8H8O2. Source: OMol25; level of theory: wB97M-V/def2-TZVPD.

Summary:
Orbital gap (alpha / beta), eV: 6.65 / 7.80
Total charge: 0
Multiplicity: 1
E_LUMO (alpha / beta), Eh: -0.0584 / -0.0277

Each line ends with the Löwdin charge.
Positions of all 18 atoms, in Å:
C (-1.546, 0.576, 0.828)  0.184
C (-1.269, 0.304, -0.486)  -0.119
C (-2.542, -0.113, 0.105)  -0.389
C (0.810, -1.043, 0.824)  -0.214
C (0.578, -1.202, -0.649)  -0.145
C (0.925, 0.408, 1.006)  0.037
C (-0.010, 0.145, -1.127)  -0.218
C (0.884, 1.175, -0.279)  -0.365
O (-3.594, -0.662, 0.011)  0.108
O (0.392, 2.429, -0.089)  -0.004
H (0.081, -1.317, 1.602)  0.128
H (1.666, -1.739, 1.045)  0.137
H (1.598, -1.427, -1.132)  0.146
H (-0.251, -1.972, -0.937)  0.159
H (0.898, 0.758, 1.981)  0.095
H (-0.007, 0.321, -2.281)  0.184
H (1.769, 1.092, -0.945)  0.178
H (-0.382, 2.265, 0.524)  0.096

---

## B
A structure of composition C8H8O2. Source: OMol25; level of theory: wB97M-V/def2-TZVPD.

Summary:
Orbital gap, eV: 9.51
Total charge: 0
Multiplicity: 1
E_LUMO, Eh: 0.0255

Each line ends with the Löwdin charge.
Positions of all 18 atoms, in Å:
C (-3.207, -0.471, 0.163)  0.011
C (-0.930, 0.424, 0.030)  -0.314
C (-0.360, -0.843, -0.022)  -0.041
C (1.025, -0.976, -0.095)  -0.104
C (1.865, 0.028, -0.143)  -0.237
C (3.334, -0.182, -0.193)  -0.238
C (1.201, 1.314, -0.036)  -0.083
C (-0.030, 1.523, -0.060)  -0.058
H (-3.983, 0.070, 0.387)  0.029
H (-3.160, -1.144, 1.244)  0.185
H (-3.052, -0.825, -0.661)  -0.008
H (-1.278, -1.702, 0.108)  0.160
H (1.434, -2.285, -0.304)  0.210
H (3.708, -0.205, -1.248)  0.131
H (2.152, 1.977, 0.034)  0.159
H (-0.661, 2.605, 0.087)  0.199
O (-2.252, 0.671, 0.084)  -0.077
O (4.192, 0.020, 0.624)  0.077

---

## C
An isolated molecule of C8H8O2. Source: OMol25; level of theory: wB97M-V/def2-TZVPD.

Summary:
Orbital gap, eV: 9.01
Total charge: 0
Multiplicity: 1
E_LUMO, Eh: 0.0305

Each line ends with the Löwdin charge.
Positions of all 18 atoms, in Å:
C (1.514, 1.849, -0.658)  -0.053
O (0.994, 1.634, 0.607)  -0.048
C (0.572, 0.408, 0.940)  -0.293
C (-0.496, -0.049, 1.672)  0.037
C (-0.255, -1.523, 1.175)  -0.114
C (-0.440, -1.526, -0.357)  -0.204
C (-1.457, -0.664, -1.063)  -0.073
C (-1.975, 0.479, -0.602)  -0.186
O (-2.388, 1.528, -0.223)  0.136
C (0.839, -0.865, 0.249)  -0.136
H (2.322, 1.210, -0.843)  0.082
H (1.877, 2.834, -0.551)  0.095
H (0.776, 1.736, -1.353)  0.069
H (-1.218, 0.441, 2.304)  0.104
H (-0.126, -2.477, 1.794)  0.145
H (-0.422, -2.601, -0.814)  0.162
H (-1.872, -1.140, -2.027)  0.133
H (1.754, -1.273, -0.250)  0.144

---

The calculated energies rank the structures as follows, beginning with the most stable: C, B, A.